No. 1
Formula: FH2O3PS
Source: OMol25
Level of theory: wB97M-V/def2-TZVPD

The geometry in XYZ format:
```
8
Properties=species:S:1:pos:R:3:forces:R:3:nbo_charge:R:1
O 0.854489 -1.227462 -0.821075 0.128 1.253 1.802 -0.968
O 1.139984 -0.365119 1.593696 -0.124 0.317 -0.450 -0.966
O -2.808886 0.884118 0.584210 -1.325 -2.168 0.047 -0.290
F -1.500417 0.972015 0.148397 1.343 0.302 -0.466 -0.166
P 1.381357 -0.032022 0.194317 0.706 -0.146 -1.913 1.871
S 2.319228 1.415779 -0.740848 -1.077 -1.513 1.151 -0.459
H 1.557504 -1.535861 -1.391504 0.312 0.086 -0.552 0.516
H -2.943256 -0.111449 0.432809 0.037 1.869 0.381 0.461
```
Forces are in eV/Å.

SMILES string: O=P(O)=S.OF
Net charge: 0
E_LUMO, Ha: -0.020
ΔE to the lowest compared entry with this formula, charge and spin, kcal/mol: 66.99



No. 2
Formula: C8H16CaO20PS4
Source: OMol25
Level of theory: wB97M-V/def2-TZVPD

The geometry in XYZ format:
```
50
Properties=species:S:1:pos:R:3:forces:R:3:mulliken_charge:R:1
Ca 1.414396 -0.944105 -0.821225 0.416 -0.264 -0.462 1.734
P 3.862873 -0.963392 -1.412177 2.709 -0.524 -1.806 0.477
O 2.845568 -0.949627 -2.621928 0.117 -0.003 -1.511 -0.777
O 3.253012 0.229733 -0.646309 0.509 2.380 1.737 -0.598
O 5.427680 -1.035621 -1.653672 -3.653 0.360 0.465 -0.839
O 3.211749 -2.127293 -0.623269 0.255 -2.127 1.589 -0.816
C -1.708844 -4.799494 2.200322 -0.098 -0.082 0.904 -0.462
C -1.316448 -3.885446 3.408944 1.124 -1.760 -0.694 -0.246
O -1.076319 -2.633636 2.819842 -0.008 1.421 -0.907 -0.279
S -1.449207 -2.535916 1.222280 0.465 1.821 -0.730 1.157
O -0.231162 -2.686572 0.425964 -2.183 -0.146 1.552 -0.564
O -2.291434 -1.359556 0.914350 1.694 -3.431 1.294 -0.568
O -2.281046 -3.917128 1.287175 -1.094 1.834 -1.688 -0.338
H -2.457854 -5.549036 2.455813 0.095 0.062 -0.063 0.293
H -0.873070 -5.241381 1.657805 0.370 -0.233 0.707 0.315
H -0.391793 -4.334332 3.771729 0.343 0.479 0.121 0.279
H -1.956293 -3.815614 4.288614 -0.627 0.149 -0.550 0.293
C -1.806632 4.269577 -1.262053 -1.832 -1.407 0.977 -0.453
C -1.476065 4.148708 0.296081 0.985 1.520 -2.121 -0.356
O -1.304474 2.822005 0.579140 0.102 -3.625 -1.629 -0.360
S -0.990315 1.929340 -0.817315 0.930 -2.221 0.318 1.250
O -2.121422 1.018608 -0.996003 2.099 1.833 0.302 -0.655
O 0.404874 1.414906 -0.842064 -4.132 1.954 0.099 -0.503
O -1.134757 3.150796 -1.875030 1.289 -0.087 0.887 -0.299
H -1.679098 5.208470 -1.800871 0.873 -0.196 0.320 0.313
H -2.837337 3.969051 -1.450276 -0.513 0.545 0.478 0.316
H -2.254936 4.506598 0.969424 0.299 0.545 -0.257 0.301
H -0.450368 4.504278 0.394164 -0.317 1.377 0.511 0.297
C -1.012363 0.652308 -4.882290 -0.193 1.962 0.644 -0.006
C -2.356055 0.245525 -4.420110 -2.730 -0.565 0.458 -0.135
O -2.337795 -1.142189 -4.145835 1.570 -2.647 1.382 -0.409
S -0.738519 -1.598820 -3.777140 1.055 1.984 1.180 0.893
O -0.232684 -2.861495 -4.284802 -1.983 2.174 1.292 -0.529
O -0.439584 -1.129765 -2.367539 -1.592 -1.670 -4.488 -0.150
O -0.285137 -0.503417 -4.860326 2.692 -1.525 -0.092 -0.403
H -0.702956 1.385973 -4.137913 0.881 -0.016 -0.089 0.090
H -1.002653 1.162370 -5.845541 0.237 -0.572 -0.181 0.307
H -3.166640 0.269042 -5.148463 0.092 0.648 -0.124 0.299
H -2.635988 0.761136 -3.501477 -0.156 0.113 -0.098 0.060
C 2.003672 1.936745 4.182576 1.236 1.106 -2.039 -0.309
C 3.387969 1.739886 3.506771 -0.692 -0.793 2.964 -0.440
O 3.114351 0.966060 2.426312 -1.572 -1.535 -3.186 -0.277
S 1.860494 -0.090004 2.636961 2.895 -0.957 -1.141 0.942
O 2.406866 -1.368530 3.052355 -1.350 2.009 -0.285 -0.609
O 0.971365 -0.092088 1.471164 1.026 0.832 3.049 -0.145
O 1.359674 0.703064 3.947649 -1.334 -1.156 0.325 -0.305
H 1.491555 2.653094 3.540188 -0.356 0.563 0.676 0.224
H 2.139520 2.206871 5.229803 -0.651 -0.334 -0.089 0.318
H 3.884993 1.063767 4.202424 0.935 0.414 0.353 0.341
H 3.958638 2.646546 3.305775 -0.226 -0.212 -0.352 0.329
```
Forces are in eV/Å.

Net charge: -1
E_LUMO, Ha: 0.061
ΔE to the lowest compared entry with this formula, charge and spin, kcal/mol: 86.51



No. 3
Formula: C40H52N3O3S2SiTi
Source: OMol25
Level of theory: wB97M-V/def2-TZVPD

The geometry in XYZ format:
```
102
Properties=species:S:1:pos:R:3:forces:R:3:mulliken_charge:R:1
Ti 1.130876 0.088132 0.711136 -0.349 -0.017 -0.395 0.760
N 3.105522 0.478192 -0.550880 -0.038 -0.192 0.043 -0.342
C 4.026437 1.273852 0.289842 -0.006 0.020 0.018 -0.525
C 4.046723 0.758448 1.725201 -0.019 0.040 -0.057 -0.972
N 2.675810 0.564474 2.224790 -0.005 -0.074 0.158 0.239
C 2.194158 1.371605 3.360711 0.000 0.027 -0.031 -1.192
C 0.711109 1.715874 3.192279 0.028 -0.001 -0.012 0.355
N -0.067093 0.587725 2.632327 -0.062 0.065 0.182 -0.312
H 2.879549 1.018120 -1.379727 -0.070 -0.023 -0.004 0.163
H 3.555992 -0.372960 -0.873629 0.074 0.036 0.006 0.213
H 5.045249 1.281361 -0.106470 0.002 0.022 -0.006 0.470
H 3.665862 2.302623 0.277072 -0.027 -0.020 0.003 0.150
H 4.580499 -0.193625 1.768937 -0.013 -0.009 -0.009 0.419
H 4.595683 1.460946 2.355456 0.015 -0.012 0.004 0.431
H 2.549845 -0.421319 2.443989 0.203 0.037 0.200 0.267
H 2.374535 0.851931 4.307277 -0.008 -0.008 -0.004 0.296
H 2.757263 2.305212 3.399261 0.010 -0.005 0.012 0.441
H 0.305751 2.070212 4.143428 -0.008 0.016 -0.009 0.663
H 0.621034 2.535335 2.478969 0.006 -0.008 -0.005 -0.620
H -0.314488 -0.078112 3.357970 0.038 -0.009 0.009 0.325
H -0.952345 0.955109 2.283568 -0.008 -0.023 0.011 -0.222
O 0.341590 1.690524 -0.227846 0.333 0.043 0.032 1.699
Si -0.623353 2.973426 -0.254217 -0.098 0.006 -0.011 -1.133
C -1.979257 2.803480 1.056468 0.029 0.003 0.020 0.261
C -2.914093 1.762764 0.977417 -0.015 0.016 -0.010 0.415
C -3.827062 1.526541 1.995583 -0.009 -0.009 0.003 -0.734
C -3.827927 2.333721 3.126849 0.005 -0.002 0.007 -0.624
C -2.920742 3.378338 3.224659 0.003 0.001 -0.003 -0.841
C -2.009737 3.607046 2.199502 0.005 0.017 -0.011 -0.171
C 0.332561 4.539020 0.147068 -0.001 -0.018 -0.036 0.101
C -0.221919 5.803479 -0.065543 0.000 -0.007 -0.022 -0.449
C 0.476265 6.957758 0.257964 0.004 0.007 0.005 -0.741
C 1.751169 6.869994 0.802486 -0.010 0.000 0.000 -0.726
C 2.323097 5.625061 1.019978 0.006 -0.002 0.000 -0.609
C 1.614656 4.475988 0.692732 -0.006 -0.015 0.021 0.474
C -1.433044 3.142968 -1.939125 -0.028 0.021 0.025 0.816
C -2.790269 3.422921 -2.106217 -0.006 -0.029 -0.012 -0.210
C -3.352615 3.535625 -3.372483 -0.001 -0.005 -0.005 -0.670
C -2.562268 3.370355 -4.499957 -0.008 -0.008 0.003 -0.586
C -1.206396 3.100415 -4.358058 0.001 0.003 -0.006 -0.617
C -0.653768 2.991319 -3.090742 0.013 0.042 0.019 -0.489
H -2.929813 1.128557 0.097551 -0.001 -0.007 -0.012 0.299
H -4.544869 0.720262 1.905958 0.000 0.000 0.000 0.446
H -4.541034 2.155819 3.921600 -0.002 0.000 -0.001 0.408
H -2.925891 4.020581 4.096482 0.000 -0.001 0.001 0.446
H -1.308136 4.429449 2.292764 -0.003 -0.004 -0.004 0.359
H -1.213645 5.890726 -0.498575 0.005 -0.002 -0.001 0.393
H 0.029402 7.927945 0.082306 0.002 0.000 0.000 0.425
H 2.297274 7.770492 1.052092 0.001 -0.002 0.000 0.377
H 3.319917 5.553572 1.438690 -0.004 0.000 0.001 0.448
H 2.061420 3.500735 0.859429 -0.011 0.019 0.005 -0.397
H -3.424039 3.551619 -1.235572 0.002 0.006 0.002 0.404
H -4.407491 3.755378 -3.478350 0.001 -0.001 -0.001 0.437
H -2.997536 3.461506 -5.486881 0.002 0.001 0.000 0.408
H -0.581733 2.988674 -5.235995 0.001 0.003 -0.004 0.467
H 0.409824 2.793895 -2.992370 -0.008 0.013 -0.003 0.343
C -0.169014 -3.866891 4.437438 -0.002 -0.021 -0.016 -1.143
C 1.001861 -3.329469 3.626736 -0.002 -0.077 -0.052 -0.611
S 0.445425 -2.718976 2.021527 0.055 -0.066 0.125 0.875
O 1.659609 -1.980497 1.454351 0.016 0.150 -0.015 -0.709
C 0.362259 -4.247381 1.086304 -0.026 -0.005 -0.015 0.880
C 1.699467 -4.934316 0.880318 -0.005 0.006 -0.012 -1.520
H 0.178497 -4.201688 5.413606 0.001 0.006 0.001 0.410
H -0.639368 -4.719876 3.947058 0.009 -0.004 0.011 0.292
H -0.932025 -3.103612 4.591425 0.002 0.002 0.001 0.301
H 1.782846 -4.074481 3.479410 0.029 0.040 -0.026 0.362
H 1.458199 -2.457538 4.098898 -0.041 0.017 0.017 0.338
H -0.083899 -3.934241 0.141096 -0.007 0.012 -0.013 -1.027
H -0.370358 -4.872674 1.599768 -0.009 0.006 -0.024 0.555
H 2.452506 -4.215235 0.559870 0.012 -0.001 -0.021 0.211
H 1.590404 -5.688875 0.101279 0.003 -0.002 0.006 0.427
H 2.056290 -5.435616 1.779119 -0.003 -0.002 -0.002 0.388
O -0.495642 -1.156920 -0.237908 0.028 -0.043 -0.112 -0.940
S -1.206372 -0.523079 -1.423048 0.050 0.047 -0.127 0.669
C -2.208755 -1.841197 -2.227106 -0.041 0.008 0.052 -1.824
C -2.167072 -3.195172 -1.581821 0.029 -0.003 -0.007 0.501
C -2.901667 -3.448694 -0.425971 -0.005 0.007 -0.003 -0.032
C -2.962473 -4.729390 0.101807 0.004 0.005 0.007 -0.788
C -2.283700 -5.771049 -0.518523 0.008 0.002 0.008 -0.542
C -1.529457 -5.520775 -1.655754 0.013 0.000 0.010 -0.727
C -1.467342 -4.237142 -2.182397 -0.012 0.003 0.006 -0.099
C 0.057438 -0.303600 -2.711799 -0.026 -0.093 -0.035 -0.619
C 0.717147 -1.560404 -3.194156 0.006 0.006 0.018 0.393
C 1.526906 -2.333260 -2.360471 0.003 -0.003 -0.045 0.532
C 2.111725 -3.497388 -2.837763 -0.007 0.010 0.026 -1.091
C 1.900355 -3.907042 -4.147618 0.002 -0.003 -0.001 -0.683
C 1.102364 -3.141721 -4.984582 -0.008 -0.007 -0.003 -0.821
C 0.515765 -1.977495 -4.508236 -0.022 -0.005 0.010 -0.428
H -1.883865 -1.902431 -3.264388 -0.006 0.026 -0.005 0.502
H -3.223198 -1.441772 -2.209621 0.000 -0.006 0.010 0.782
H -3.453000 -2.643570 0.046763 0.003 0.000 -0.004 0.467
H -3.558483 -4.919295 0.985466 0.000 0.000 0.000 0.461
H -2.350475 -6.775672 -0.120821 0.000 0.001 -0.002 0.433
H -1.001589 -6.328048 -2.147432 -0.002 0.003 0.001 0.462
H -0.891610 -4.049356 -3.080897 0.013 0.006 -0.015 0.372
H 0.738259 0.409932 -2.245508 -0.007 -0.010 0.024 -0.533
H -0.461180 0.218764 -3.519141 -0.002 0.011 0.021 0.732
H 1.689693 -2.032455 -1.333047 -0.023 0.040 0.059 0.611
H 2.740976 -4.087729 -2.184037 0.005 -0.012 0.015 0.462
H 2.363732 -4.812468 -4.516957 -0.001 0.002 0.004 0.424
H 0.939401 -3.445680 -6.010209 0.000 -0.001 0.003 0.410
H -0.099095 -1.377617 -5.170181 -0.001 0.001 0.004 0.448
```
Forces are in eV/Å.

Net charge: +1
Spin multiplicity: 3
E_LUMO (alpha / beta), Ha: -0.070 / -0.070
ΔE to the lowest compared entry with this formula, charge and spin, kcal/mol: 23.79



No. 4
Formula: C12H34N3O4Sr
Source: OMol25
Level of theory: wB97M-V/def2-TZVPD

The geometry in XYZ format:
```
54
Properties=species:S:1:pos:R:3:forces:R:3:nbo_charge:R:1
Sr 3.987020 -0.761446 -1.614667 -1.243 0.305 0.637 1.006
O 1.856340 -0.109066 -0.732787 0.520 -0.101 -0.482 -1.390
H 0.941600 0.182374 -0.551567 0.939 -0.168 -0.157 0.471
C 0.458970 1.407404 2.264643 -0.312 -1.131 0.410 -0.626
C 1.829220 0.861314 2.783253 -2.504 1.046 0.784 -0.056
C 1.856570 -0.641796 3.231793 -1.031 0.897 2.295 -0.074
O 0.726990 -0.934136 4.153643 0.315 1.358 -0.938 -0.568
C 0.812490 -2.189436 4.811273 0.493 0.597 -1.388 -0.243
N 2.788510 1.015674 1.777693 1.910 -0.589 -1.553 -0.867
H -0.291930 1.421234 3.054613 -0.172 -0.454 -0.048 0.219
H 0.168130 0.755994 1.440523 -0.533 -0.078 -0.032 0.176
H 0.436260 2.426564 1.878763 0.790 0.103 -0.021 0.207
H 2.022270 1.583614 3.576423 0.547 -0.677 0.734 0.182
H 2.756390 -0.740976 3.838903 0.321 -0.121 -0.096 0.177
H 1.922100 -1.375356 2.428233 -0.348 0.139 -0.342 0.186
H -0.090410 -2.413346 5.379363 -0.016 0.351 -0.126 0.191
H 1.682590 -2.177636 5.467683 0.130 -0.438 0.074 0.164
H 0.900070 -2.865216 3.960533 0.251 -1.001 0.551 0.172
H 2.450130 0.431774 1.026263 0.264 -0.322 -0.600 0.377
H 2.770180 1.921064 1.330443 -0.031 0.435 0.430 0.354
C 0.196370 3.959214 -3.157417 0.682 0.442 0.510 -0.617
C 0.473030 2.842224 -2.137017 -0.335 0.916 -0.903 -0.070
C -0.751490 2.109714 -1.693477 0.035 -0.399 1.245 -0.041
O -1.664970 2.963804 -1.101617 -1.589 1.126 0.599 -0.540
C -2.840880 2.300144 -0.647367 0.009 -0.460 -1.022 -0.251
N 1.325400 1.844924 -2.723157 0.874 -0.528 -0.777 -0.867
H -0.088750 3.579374 -4.138497 -0.321 -0.086 0.197 0.214
H 1.106320 4.539464 -3.310407 0.413 -0.221 -0.141 0.201
H -0.461200 4.737414 -2.769957 -0.551 -0.410 -0.053 0.220
H 0.884700 3.272374 -1.224007 0.171 0.344 0.142 0.163
H -0.390890 1.535834 -0.839827 0.066 -1.129 -0.122 0.142
H -1.202340 1.472494 -2.454257 0.027 -0.061 -0.260 0.169
H -3.270390 1.770154 -1.497507 -0.301 -0.001 -0.325 0.161
H -3.609090 2.979574 -0.278127 0.506 0.305 0.034 0.198
H -2.686620 1.494184 0.070073 0.559 0.180 0.496 0.167
H 2.287110 2.145614 -2.792447 0.091 0.720 -0.344 0.340
H 1.449020 1.044574 -2.119637 -0.442 -0.255 0.322 0.386
C -0.990370 -4.135956 0.147253 0.012 -0.668 -0.681 -0.612
C -0.316770 -3.025536 -0.590197 1.015 0.090 -0.129 -0.069
C -1.252900 -1.979536 -1.153017 -0.150 -0.233 -0.081 -0.071
O -2.099440 -2.524706 -2.138447 -0.355 0.504 -0.687 -0.547
C -2.940540 -1.544786 -2.780047 0.631 -0.668 0.276 -0.248
N 0.654570 -2.403806 0.283153 -0.143 0.562 0.865 -0.857
H -0.288200 -4.906206 0.466243 0.200 0.193 0.072 0.215
H -1.642410 -4.618686 -0.580707 -0.636 -0.031 0.497 0.219
H -1.472860 -3.728706 1.035763 -0.421 -0.174 -0.108 0.201
H 0.318390 -3.373536 -1.404797 -0.424 -0.529 -0.414 0.178
H -0.587490 -1.205746 -1.535877 -0.172 0.382 -0.480 0.161
H -1.845760 -1.540956 -0.350347 -0.204 0.160 0.357 0.152
H -3.772770 -1.273986 -2.130317 -0.046 0.146 0.087 0.170
H -3.329220 -1.968536 -3.706047 0.012 -0.210 0.170 0.194
H -2.362050 -0.663516 -3.057217 0.065 0.180 0.123 0.168
H 1.063390 -1.600586 -0.172707 0.719 -0.138 -0.558 0.384
H 0.125610 -1.894906 0.976923 -0.285 -0.201 0.960 0.329
```
Forces are in eV/Å.

Net charge: 0
Spin multiplicity: 2
E_LUMO (alpha / beta), Ha: -0.006 / -0.026



| no. | energy (eV) |
| --- | --- |
| 1 | -29013.7738 |
| 2 | -120572.1233 |
| 3 | -105599.9273 |
| 4 | -26487.5417 |